70
Properties=species:S:1:pos:R:3:mulliken_charge:R:1 method="wB97M-V/def2-TZVPD" max_force_ev_per_a=0.6 e_homo_ev=-13.10 spin_multiplicity=1 e_lumo_ha=-0.2027 total_charge=+2 energy_ev=-57969.796
Sn -0.45 -1.66 -1.20 0.7381
C 5.06 0.33 -2.44 -0.7849
N 4.15 1.43 -3.03 0.0206
C 4.24 2.68 -2.13 -0.7989
N 3.92 2.34 -0.78 0.1747
C 4.82 1.30 -0.28 -0.9303
N 4.72 0.08 -1.08 0.1649
C 3.42 -0.59 -0.93 -1.0803
P 2.00 0.47 -1.49 0.9629
C 2.72 0.95 -3.14 -1.0816
C 2.50 2.01 -0.58 -1.0175
H 6.08 0.71 -2.53 0.3692
H 4.94 -0.55 -3.06 0.3958
H 4.49 1.67 -3.96 0.3349
H 3.55 3.41 -2.54 0.3915
H 5.26 3.04 -2.21 0.3742
H 4.57 1.07 0.75 0.3767
H 5.84 1.67 -0.31 0.2992
H 3.27 -0.83 0.13 0.4361
H 3.42 -1.54 -1.47 0.5259
H 2.12 1.74 -3.58 0.4397
H 2.70 0.09 -3.81 0.4628
H 2.31 1.87 0.48 0.4174
H 1.88 2.84 -0.91 0.4655
C -2.33 -3.68 0.02 -1.3110
C -3.69 -2.97 0.17 0.1440
C -4.52 -3.13 -1.11 -1.5200
C -3.62 -1.52 0.62 0.9451
C -4.24 -1.16 1.81 -0.8121
C -4.30 0.17 2.22 -1.1855
C -3.80 1.16 1.39 -0.7289
C -3.16 0.85 0.19 0.6479
C -2.79 1.98 -0.76 0.1105
C -3.73 2.00 -1.97 -1.5557
C -1.33 2.02 -1.22 -0.6936
C -3.02 -0.50 -0.13 0.8553
O -2.23 -0.87 -1.20 -0.9469
H -2.44 -4.76 0.14 0.5191
H -1.59 -3.34 0.74 0.1426
H -1.94 -3.56 -1.00 0.2003
H -4.22 -3.49 0.96 0.6122
H -4.06 -2.60 -1.95 0.2391
H -5.53 -2.73 -0.97 0.3734
H -4.61 -4.19 -1.38 0.4574
H -4.70 -1.93 2.42 0.4472
H -4.80 0.43 3.15 0.4463
H -3.92 2.21 1.66 0.4636
H -2.97 2.90 -0.20 0.6154
H -3.62 1.07 -2.55 0.2771
H -3.51 2.84 -2.62 0.4500
H -4.77 2.08 -1.65 0.3897
H -1.18 1.34 -2.06 0.1229
H -0.65 1.74 -0.42 -0.3351
H -1.08 3.03 -1.57 0.5387
C 1.35 0.96 3.27 -1.3728
C -0.05 0.88 2.68 -0.5428
S -0.65 -0.70 2.09 1.1198
O 0.19 -0.98 0.79 -0.4151
C -0.02 -1.87 3.31 -1.0944
C 1.41 -2.36 3.09 -1.0082
H 1.54 2.00 3.57 0.4411
H 2.12 0.67 2.55 0.2348
H 1.46 0.35 4.17 0.3971
H -0.16 1.52 1.80 0.1286
H -0.82 1.19 3.40 0.5653
H -0.72 -2.70 3.23 0.4874
H -0.18 -1.39 4.28 0.6072
H 1.57 -2.67 2.06 0.2138
H 1.58 -3.22 3.74 0.4299
H 2.16 -1.61 3.34 0.2428

68
Properties=species:S:1:pos:R:3:mulliken_charge:R:1 method="wB97M-V/def2-TZVPD" max_force_ev_per_a=0.8 e_homo_ev=-11.85 spin_multiplicity=1 e_lumo_ha=-0.0971 total_charge=+1 energy_ev=-32953.862
C -0.04 5.01 0.67 -0.3116
O -1.12 4.76 1.56 -0.4243
C -2.20 4.07 0.96 -0.8510
C -1.78 2.66 0.52 0.6024
C -2.89 1.62 0.66 -1.1308
C -2.46 0.27 0.07 0.0581
C -2.89 -0.97 0.87 -1.1563
C -1.86 -2.09 0.77 -0.4419
C -0.75 -1.93 1.83 -0.7013
C 0.68 -2.28 1.36 1.0055
C 1.20 -3.64 1.84 -1.0444
C 2.25 -4.31 0.94 -0.9440
C 1.94 -4.18 -0.55 -0.6601
C 2.60 -2.91 -1.17 -0.8436
C 1.76 -2.32 -2.24 0.3399
C 1.42 -2.77 -3.46 -0.8277
N 0.57 -1.84 -4.02 -0.0176
C 0.38 -0.85 -3.18 -0.3053
N 1.09 -1.12 -2.10 0.1300
H -0.38 5.11 -0.36 0.3681
H 0.42 5.95 0.97 -0.1286
H 0.72 4.23 0.75 0.2071
H -2.61 4.66 0.14 0.4179
H -2.97 3.99 1.73 0.4083
H -0.94 2.37 1.15 -0.3435
H -1.46 2.66 -0.52 0.2158
H -3.78 2.01 0.14 0.3545
H -3.16 1.48 1.71 0.3769
H -1.36 0.28 0.02 -0.0882
H -2.82 0.18 -0.96 0.4325
H -3.00 -0.68 1.92 0.4161
H -3.86 -1.31 0.49 0.4421
H -1.42 -2.05 -0.24 0.1091
H -2.34 -3.07 0.86 0.4672
H -1.01 -2.58 2.67 0.4093
H -0.75 -0.91 2.21 0.1620
H 1.34 -1.48 1.71 0.5581
H 0.65 -2.25 0.27 -1.1239
H 0.37 -4.33 2.00 0.4320
H 1.66 -3.49 2.82 0.3554
H 3.25 -3.90 1.14 0.3900
H 2.30 -5.37 1.19 0.3678
H 0.86 -4.08 -0.67 0.3818
H 2.24 -5.06 -1.12 0.5131
H 3.58 -3.15 -1.57 0.5217
H 2.73 -2.17 -0.38 0.3957
H 1.71 -3.69 -3.95 0.5210
H 0.14 -1.91 -4.93 0.2545
H -0.25 0.01 -3.34 0.4852
H 1.13 -0.54 -1.27 0.1972
C 0.78 2.74 3.53 -0.9251
C 1.02 1.67 2.58 0.4914
N 1.22 0.82 1.82 -0.4455
H -0.12 3.28 3.23 0.2079
H 0.64 2.35 4.54 0.3640
H 1.61 3.44 3.54 0.3173
C 1.69 8.78 1.65 -0.8057
C 2.54 7.73 2.18 0.3677
N 3.21 6.90 2.59 -0.3989
H 1.98 9.75 2.05 0.3219
H 1.76 8.83 0.56 0.2680
H 0.65 8.60 1.92 0.2668
C -1.22 -5.22 -5.34 -0.5546
C -0.51 -6.08 -4.39 0.3405
N 0.06 -6.71 -3.63 -0.3644
H -0.99 -4.18 -5.13 0.0020
H -0.92 -5.44 -6.36 0.2860
H -2.30 -5.35 -5.26 0.3084

87
Properties=species:S:1:pos:R:3:mulliken_charge:R:1 method="wB97M-V/def2-TZVPD" max_force_ev_per_a=1.0 e_homo_ev=-10.67 spin_multiplicity=1 e_lumo_ha=-0.1090 total_charge=+1 e_above_lowest_kcal_mol=24.99 energy_ev=-114121.975
Mo 0.42 -0.18 -0.89 0.7459
F -0.75 5.44 3.20 -0.1922
C -0.19 5.21 2.03 0.4802
F 1.11 4.98 2.20 -0.2083
F -0.34 6.26 1.23 -0.1960
S -0.97 3.75 1.22 1.0504
O -0.11 3.46 0.09 -0.8075
O -2.31 4.14 0.93 -0.6029
N -0.89 2.69 2.37 -0.6759
S -0.32 1.26 2.32 1.2245
O -0.93 0.38 3.26 -0.7091
O -0.22 0.74 0.95 0.1426
C 1.47 1.40 2.86 0.4747
F 1.80 0.35 3.59 -0.2030
F 2.27 1.44 1.78 -0.2260
F 1.65 2.50 3.56 -0.2187
C -0.13 -4.55 0.89 -0.7198
N 1.20 -4.34 0.33 0.2909
C 2.03 -5.34 -0.13 -0.6023
C 3.19 -4.73 -0.48 -0.4696
N 3.07 -3.38 -0.24 0.4798
B 4.31 -2.43 -0.25 0.2020
N 4.18 -1.20 -1.26 0.4087
C 5.24 -0.33 -1.38 -0.7874
C 4.94 0.58 -2.34 -0.3412
N 3.69 0.26 -2.81 0.2385
C 2.96 0.96 -3.86 -0.7704
C 3.24 -0.82 -2.13 0.0039
S 1.71 -1.58 -2.39 -0.5647
C 1.85 -3.18 0.27 -0.5069
S 1.20 -1.69 0.89 -0.4903
H -0.42 -5.58 0.71 0.3350
H -0.84 -3.87 0.41 0.1639
H -0.12 -4.34 1.96 0.3432
H 1.73 -6.37 -0.17 0.4676
H 4.10 -5.14 -0.88 0.4871
H 4.49 -1.99 0.85 -0.0992
H 5.24 -3.08 -0.66 -0.1807
H 6.12 -0.45 -0.78 0.5408
H 5.50 1.41 -2.72 0.4506
H 3.57 1.80 -4.18 0.3126
H 2.01 1.31 -3.47 0.2087
H 2.80 0.29 -4.70 0.3054
O 1.55 1.61 -1.06 -0.3368
H 0.90 2.25 -0.64 0.3397
H 2.36 1.77 -0.55 0.3016
C -3.65 1.20 -0.28 -2.0228
C -3.59 -0.09 -1.10 2.5452
C -5.01 -0.50 -1.54 -2.1399
C -3.03 -1.18 -0.17 -1.5437
P -2.45 0.18 -2.56 -0.2700
N -0.92 0.19 -1.94 0.8775
C -2.51 -1.23 -3.77 2.1953
C -3.78 -1.22 -4.63 -1.8771
C -2.43 -2.55 -2.99 -1.9427
C -1.28 -1.20 -4.70 -1.7049
C -2.69 1.84 -3.38 2.3878
C -4.17 2.13 -3.64 -1.8555
C -1.95 1.87 -4.73 -1.9867
C -2.06 2.95 -2.53 -1.9971
H -4.16 0.97 0.66 0.6936
H -4.21 2.00 -0.75 0.2308
H -2.66 1.56 -0.02 0.1351
H -5.63 -0.52 -0.64 0.5401
H -5.04 -1.50 -1.97 0.3733
H -5.46 0.20 -2.23 0.2977
H -3.58 -1.10 0.78 0.6386
H -1.98 -1.03 0.08 0.0043
H -3.17 -2.19 -0.54 0.2971
H -4.70 -1.17 -4.05 0.3132
H -3.80 -2.14 -5.21 0.5330
H -3.78 -0.39 -5.34 0.2995
H -3.36 -2.79 -2.49 0.2619
H -1.62 -2.54 -2.26 0.2815
H -2.22 -3.34 -3.70 0.6685
H -1.28 -0.37 -5.40 0.3196
H -1.29 -2.12 -5.28 0.5623
H -0.34 -1.17 -4.13 0.2426
H -4.67 1.34 -4.19 0.3062
H -4.23 3.04 -4.24 0.5230
H -4.73 2.32 -2.72 0.3064
H -2.43 1.26 -5.49 0.3338
H -0.91 1.57 -4.64 0.2494
H -1.97 2.90 -5.08 0.6621
H -2.51 3.08 -1.56 0.4237
H -2.19 3.89 -3.08 0.5874
H -0.99 2.79 -2.39 0.1602